This record from OMol25 describes a structure of composition C50H63F3N4O3S2 at a distorted geometry. The level of theory is ωB97M-V/def2-TZVPD.

The geometry in ORCA input format:
```
! wB97M-V def2-TZVPD RIJCOSX def2/J DEFGRID3
* xyz 0 1
C -4.709 -0.257 -2.572
C -4.580 0.511 -1.252
C -5.267 1.871 -1.382
C -3.129 0.617 -0.825
C -2.332 1.711 -1.156
C -0.963 1.679 -0.900
C -0.025 2.727 -1.506
C -0.644 4.120 -1.501
C 0.479 2.295 -2.880
C -0.425 0.600 -0.158
C 1.008 0.535 0.073
N 1.729 1.359 0.951
C 1.221 2.592 1.529
C 1.760 3.835 1.152
C 3.058 3.899 0.361
C 4.240 3.758 1.311
C 3.170 5.119 -0.543
C 1.093 5.004 1.549
C -0.116 4.931 2.231
C -0.608 3.701 2.670
C 0.094 2.527 2.373
C -0.243 1.205 3.046
C -1.721 1.029 3.365
C 0.665 0.890 4.234
N 3.035 1.058 0.882
N 3.137 -0.010 0.036
C 4.460 -0.339 -0.471
C 4.928 0.317 -1.628
C 4.037 1.272 -2.437
C 3.650 0.655 -3.778
C 4.666 2.649 -2.620
C 6.238 0.096 -2.061
C 7.095 -0.713 -1.318
C 6.636 -1.323 -0.155
C 5.334 -1.128 0.296
C 4.921 -1.754 1.630
C 3.591 -2.499 1.573
C 4.897 -0.734 2.771
C 1.866 -0.336 -0.482
C 1.418 -1.473 -1.297
C -1.242 -0.492 0.260
C -0.696 -1.620 1.159
C 0.117 -2.698 0.474
C -1.737 -2.266 2.077
C -2.569 -0.461 -0.135
H -4.302 -1.268 -2.471
H -5.763 -0.328 -2.871
H -4.145 0.273 -3.353
H -5.084 -0.083 -0.478
H -5.035 2.510 -0.524
H -4.934 2.362 -2.305
H -6.353 1.729 -1.434
H -2.770 2.577 -1.657
H 0.852 2.785 -0.845
H -1.059 4.334 -0.510
H 0.103 4.886 -1.735
H -1.444 4.199 -2.245
H 0.917 1.289 -2.831
H -0.346 2.274 -3.606
H 1.248 2.981 -3.260
H 3.063 3.007 -0.280
H 4.184 2.762 1.764
H 5.193 3.859 0.777
H 4.189 4.521 2.102
H 2.247 5.258 -1.121
H 3.348 6.031 0.042
H 4.001 4.980 -1.247
H 1.506 5.983 1.281
H -0.668 5.844 2.465
H -1.536 3.654 3.242
H -0.003 0.468 2.280
H -2.321 1.180 2.459
H -1.909 0.014 3.736
H -2.045 1.754 4.122
H 1.719 0.928 3.929
H 0.516 1.624 5.037
H 0.461 -0.121 4.614
H 3.127 1.401 -1.835
H 3.089 -0.274 -3.619
H 3.034 1.355 -4.356
H 4.552 0.419 -4.361
H 5.069 3.018 -1.668
H 5.494 2.621 -3.342
H 3.911 3.364 -2.977
H 6.599 0.553 -2.985
H 8.113 -0.893 -1.655
H 7.301 -1.980 0.413
H 5.706 -2.490 1.857
H 3.550 -3.180 0.715
H 3.441 -3.064 2.502
H 2.771 -1.780 1.472
H 5.902 -0.341 2.960
H 4.240 0.107 2.513
H 4.528 -1.205 3.690
H 2.263 -2.061 -1.684
H 0.777 -1.138 -2.129
H 0.025 -1.126 1.830
H 0.694 -2.219 -0.518
H 0.907 -3.049 1.165
H -0.488 -3.552 0.132
H -2.582 -1.597 2.273
H -2.124 -3.195 1.645
H -1.280 -2.544 3.041
H -3.204 -1.301 0.124
F -2.290 -5.850 -2.482
C -1.897 -5.178 -1.376
F -2.246 -5.925 -0.288
F -0.521 -5.103 -1.409
S -2.537 -3.488 -1.325
N -4.294 -4.078 -0.781
C -5.182 -4.939 -1.464
O -4.992 -5.425 -2.572
C -6.394 -5.109 -0.629
C -6.437 -4.306 0.485
C -7.540 -4.277 1.345
C -8.613 -5.138 1.069
C -8.534 -6.025 -0.023
C -7.427 -6.018 -0.871
S -4.897 -3.475 0.683
O -4.186 -4.017 1.813
O -5.116 -2.047 0.590
H -7.530 -3.594 2.192
H -9.491 -5.142 1.715
H -9.345 -6.734 -0.184
H -7.314 -6.706 -1.711
*
```

## Properties
LUMO energy	-0.025	hartree
maximum force	5.679	eV/Å
orbital gap	4.42	eV
E	-94793.922	eV

Mulliken population analysis, charges in e, atoms 1 to 5:
1 C -1.150
2 C 0.729
3 C -1.810
4 C -0.102
5 C -0.326



This record from OMol25 describes a cluster of 2 separate species, C3HO3 in total at a distorted geometry. The level of theory is ωB97M-V/def2-TZVPD.

The geometry in ORCA input format:
```
! wB97M-V def2-TZVPD RIJCOSX def2/J DEFGRID3
* xyz -1 1
C 2.017 0.163 0.563
C 1.574 -0.531 1.719
C 0.224 -0.576 -0.429
O -0.097 -1.641 -0.872
O 0.912 -0.703 2.710
O 2.558 -1.176 1.096
H -0.384 0.351 -0.577
*
```

## Properties
LUMO energy	0.160	hartree
relative energy (zero: lowest compared OMol25 entry of this formula, charge and spin)	99.4	kcal/mol
maximum force	3.122	eV/Å
orbital gap	7.36	eV
E	-9266.135	eV

Mulliken population analysis, charges in e, atoms 1 to 5:
1 C -0.632
2 C 0.906
3 C -0.019
4 O -0.475
5 O -0.663



This record from OMol25 describes a structure of composition C24H48NO15S3V at a distorted geometry. The level of theory is ωB97M-V/def2-TZVPD.

The geometry in ORCA input format:
```
! wB97M-V def2-TZVPD RIJCOSX def2/J DEFGRID3
* xyz 0 1
O -0.149 1.042 0.030
V 0.410 -0.046 -1.000
O -0.664 -1.264 -1.228
C 2.463 -3.686 2.374
C 1.342 -2.660 2.343
C 0.831 -2.505 3.833
C 1.735 -1.634 4.657
C 1.838 -0.283 3.992
C 2.389 -0.331 2.541
N 1.559 -1.366 1.739
O 1.803 -1.457 0.322
C 3.924 -0.659 2.534
C 2.230 1.096 2.054
C 0.138 -3.287 1.676
H 2.913 -4.023 1.440
H 2.008 -4.542 2.872
H 3.273 -3.460 3.066
H 0.612 -3.433 4.360
H -0.038 -1.853 3.745
H 2.625 -2.222 4.884
H 1.373 -1.442 5.666
H 2.509 0.343 4.581
H 0.900 0.268 4.061
H 4.527 0.226 2.335
H 4.180 -1.506 1.897
H 4.268 -1.107 3.466
H 2.918 1.748 2.591
H 1.227 1.512 2.152
H 2.506 1.124 1.000
H 0.389 -3.691 0.695
H -0.636 -2.532 1.541
H -0.316 -4.161 2.144
C -5.168 -0.809 -2.318
C -3.891 -0.355 -1.630
O -4.289 -0.584 -0.239
C -5.496 -0.993 -0.105
O -5.927 -1.364 1.042
O -6.056 -1.150 -1.330
H -4.905 -1.665 -2.939
H -5.452 0.021 -2.966
H -3.764 0.679 -1.949
H -3.058 -0.991 -1.928
C -2.430 0.249 2.195
C -1.921 1.425 3.056
O -3.022 1.997 3.697
C -4.081 1.247 3.486
O -5.254 1.547 3.734
O -3.700 0.204 2.724
H -1.850 -0.646 2.422
H -2.438 0.473 1.129
H -1.462 2.126 2.358
H -1.196 0.986 3.741
C -3.007 5.214 1.402
C -4.288 5.081 0.631
O -4.082 4.051 -0.251
C -2.901 3.536 -0.170
O -2.475 2.612 -0.879
O -2.212 4.173 0.802
H -3.201 4.964 2.445
H -2.624 6.200 1.140
H -4.316 6.069 0.171
H -5.187 4.874 1.212
C -1.538 -0.240 -4.499
S -1.262 1.466 -4.011
O -0.479 1.320 -2.723
C -0.098 2.006 -5.342
H -1.691 -0.347 -5.573
H -2.284 -0.858 -3.999
H -0.573 -0.717 -4.334
H 0.215 3.026 -5.118
H -0.679 1.933 -6.261
H 0.828 1.432 -5.344
C 4.801 0.669 -0.705
S 3.622 1.016 -2.084
O 2.169 1.219 -1.481
C 4.239 2.660 -2.326
H 4.717 1.461 0.038
H 5.818 0.608 -1.094
H 4.594 -0.336 -0.338
H 5.117 2.757 -2.966
H 4.401 3.229 -1.410
H 3.472 3.257 -2.820
C 2.673 -2.464 -4.727
S 2.321 -2.191 -2.922
O 1.484 -0.893 -2.854
C 1.301 -3.686 -2.771
H 3.228 -1.662 -5.214
H 1.714 -2.619 -5.223
H 3.253 -3.372 -4.888
H 0.322 -3.656 -3.248
H 0.954 -3.866 -1.753
H 1.926 -4.531 -3.061
*
```

## Properties
LUMO energy	-0.008	hartree
maximum force	6.098	eV/Å
orbital gap	6.01	eV
E	-116056.216	eV

Mulliken population analysis, charges in e, atoms 1 to 5:
1 O -0.145
2 V 1.662
3 O -0.524
4 C -1.865
5 C 1.274



This record from OMol25 describes a cluster of 15 separate species, H30O15 in total at a distorted geometry. The level of theory is ωB97M-V/def2-TZVPD.

The geometry in ORCA input format:
```
! wB97M-V def2-TZVPD RIJCOSX def2/J DEFGRID3
* xyz 0 1
H -0.812 -0.564 -0.639
H 0.578 -0.034 -0.274
H -0.595 -1.210 -3.292
H 0.289 -1.285 -4.541
H 3.341 1.356 -2.225
H 2.335 1.663 -3.292
H 1.988 1.633 2.570
H 0.613 1.355 2.668
H -4.186 -2.396 -1.099
H -4.506 -0.963 -0.912
H 2.488 -0.283 -0.153
H 3.654 -0.873 0.815
H -2.398 0.293 3.148
H -2.017 1.676 2.638
H -0.950 1.485 -2.528
H -1.862 1.043 -3.691
H 0.682 -2.114 -1.790
H 0.143 -3.590 -1.402
H -0.374 -1.995 3.577
H -0.413 -2.934 4.848
H -5.023 0.632 0.975
H -3.517 1.113 0.999
H 5.039 -1.380 -2.879
H 4.570 -0.071 -2.169
H 0.938 4.275 1.440
H 0.111 4.951 0.435
H -0.240 -4.379 0.387
H 1.127 -4.136 0.464
H 0.546 3.004 3.033
H -0.933 2.688 3.562
O -0.303 0.169 -0.713
O -0.510 -0.870 -4.263
O 3.015 2.021 -2.828
O 1.306 1.494 3.273
O -3.991 -1.553 -1.493
O 2.893 -0.345 0.778
O -2.487 1.179 3.342
O -1.324 1.764 -3.407
O -0.006 -2.787 -1.982
O -0.915 -2.220 4.323
O -4.080 0.365 0.955
O 5.178 -0.858 -2.162
O 0.447 4.024 0.658
O 0.494 -4.574 -0.164
O -0.334 3.231 3.010
*
```

## Properties
LUMO energy	-0.034	hartree
relative energy (zero: lowest compared OMol25 entry of this formula, charge and spin)	119.4	kcal/mol
maximum force	5.612	eV/Å
orbital gap	9.33	eV
E	-31196.487	eV

Mulliken population analysis, charges in e, atoms 1 to 5:
1 H 0.275
2 H 0.191
3 H 0.392
4 H 0.265
5 H 0.253